[1]
A molecular structure, C20H18Cl3GeN6O2Pd in a non-equilibrium geometry, computed with the ωB97M-V functional and the def2-TZVPD basis.

Geometry as XYZ:
```
51
Properties=species:S:1:pos:R:3:mulliken_spin:R:1
Pd 0.633 -1.712 -0.996 1.342
C -5.023 1.593 -1.787 -0.004
C -3.711 1.183 -1.200 0.092
C -2.640 2.071 -1.124 -0.050
C -1.433 1.670 -0.610 0.115
C -1.219 0.355 -0.141 -0.051
N 0.015 -0.016 0.304 0.611
C 0.752 0.840 1.045 -0.017
C 0.104 1.678 1.981 0.152
C 0.795 2.569 2.762 -0.059
C 2.178 2.700 2.639 0.124
C 2.940 3.703 3.443 -0.005
C 2.836 1.864 1.749 -0.058
C 2.164 0.933 0.969 0.096
N 2.921 0.167 0.067 0.008
C 4.029 0.591 -0.584 0.016
C 4.525 -0.474 -1.295 0.007
C 3.648 -1.527 -1.018 0.027
N 2.687 -1.124 -0.195 0.058
C -2.316 -0.544 -0.207 0.116
C -3.522 -0.114 -0.745 -0.040
N -2.234 -1.850 0.301 -0.010
C -3.261 -2.571 0.808 0.006
C -2.769 -3.807 1.146 0.004
C -1.413 -3.756 0.804 0.012
N -1.108 -2.572 0.309 0.073
H -5.158 2.670 -1.719 0.002
H -5.849 1.093 -1.285 0.003
H -5.054 1.313 -2.839 0.009
H -2.756 3.082 -1.487 0.000
H -0.597 2.353 -0.586 -0.001
H -0.968 1.587 2.077 -0.002
H 0.259 3.174 3.478 0.000
H 2.285 4.502 3.780 0.002
H 3.752 4.126 2.855 0.004
H 3.382 3.232 4.322 0.013
H 3.909 1.939 1.661 -0.002
H 4.363 1.607 -0.535 0.000
H 5.385 -0.496 -1.930 0.000
H 3.699 -2.543 -1.369 0.003
H -4.341 -0.811 -0.829 -0.002
H -4.246 -2.163 0.915 -0.001
H -3.303 -4.631 1.570 0.001
H -0.662 -4.512 0.920 0.001
Cl 1.235 0.053 -2.707 0.118
Ge 1.052 -1.988 -3.931 -0.006
Cl -0.973 -2.352 -2.772 0.117
Cl 0.108 -1.125 -5.737 -0.001
O 1.589 -3.790 -1.827 0.132
N 1.786 -4.373 -0.750 0.027
O 1.528 -3.797 0.298 0.016
```

* ⟨S²⟩: 3.799
* orbital gap (alpha / beta): 7.97 / 5.22 eV
* 2S+1: 4
* relative energy (zero: lowest compared OMol25 entry of this formula, charge and spin): 6.1 kcal per mole

=====

[2]
C2H5NS in the gas phase in a non-equilibrium geometry, computed with the ωB97M-V functional and the def2-TZVPD basis.

Geometry as XYZ:
```
9
Properties=species:S:1:pos:R:3:lowdin_charge:R:1
C 0.065 0.030 -1.135 -0.085
C 0.310 -0.272 0.349 -0.940
N -0.699 0.084 1.110 0.088
S 1.741 -0.944 0.953 0.559
H 0.138 1.123 -0.921 0.097
H 0.934 -0.157 -1.775 0.075
H -0.825 -0.418 -1.440 0.056
H -0.450 -0.251 2.031 0.092
H -1.215 0.806 0.829 0.057
```

* orbital gap: 9.06 eV
* relative energy (zero: lowest compared OMol25 entry of this formula, charge and spin): 15.9 kcal per mole

=====

[3]
5 unconnected molecules or ions with the total composition H10O5 in a non-equilibrium geometry, computed with the ωB97M-V functional and the def2-TZVPD basis.

Geometry as XYZ:
```
15
Properties=species:S:1:pos:R:3:lowdin_charge:R:1
O 0.703 -0.076 -0.687 -0.034
H 0.906 0.155 0.248 0.056
H 1.476 -0.398 -1.057 -0.021
O -2.655 -1.723 1.314 -0.047
H -2.526 -2.647 1.592 0.048
H -2.016 -1.172 1.711 -0.001
O 0.474 4.098 0.179 -0.029
H 0.609 5.030 -0.010 0.038
H 0.208 4.021 1.057 -0.008
O 5.478 -1.919 -0.151 -0.044
H 4.692 -2.257 -0.554 0.013
H 5.218 -1.049 0.162 0.031
O -3.994 -0.961 -1.148 0.002
H -4.859 -1.031 -1.321 -0.041
H -3.715 -0.071 -1.334 0.037
```

* orbital gap: 11.24 eV
* relative energy (zero: lowest compared OMol25 entry of this formula, charge and spin): 48.1 kcal per mole

=====

[4]
A molecular structure, C27H47BIN4NaP2 in a non-equilibrium geometry, computed with the ωB97M-V functional and the def2-TZVPD basis.

Geometry as XYZ:
```
83
Properties=species:S:1:pos:R:3:lowdin_charge:R:1
Na -0.729 0.945 -1.031 0.232
C 2.691 -0.822 -4.622 -0.108
C 2.938 -0.923 -3.115 -0.713
C 4.130 -1.851 -2.849 -0.087
C 3.309 0.491 -2.632 -0.116
P 1.321 -1.282 -2.223 1.108
C 2.012 -1.714 -0.545 -0.314
N 1.046 -1.538 0.525 -0.055
B -0.122 -0.657 0.508 -0.450
N -0.622 -0.823 1.873 -0.059
C -1.810 -0.191 2.416 -0.308
P -2.055 1.547 1.773 1.111
C -3.907 1.721 2.051 -0.718
C -4.543 0.967 0.870 -0.121
C -4.478 1.137 3.348 -0.090
C -4.317 3.191 1.933 -0.109
C -1.102 2.550 3.043 -0.709
C 0.313 1.951 3.079 -0.096
C -0.980 3.991 2.526 -0.109
C -1.650 2.561 4.468 -0.093
C 0.145 -1.737 2.596 -0.186
C 0.037 -2.215 3.891 -0.028
C 1.001 -3.119 4.354 -0.116
C 2.043 -3.531 3.534 -0.116
C 2.153 -3.054 2.223 -0.026
C 1.196 -2.168 1.760 -0.183
C 0.630 -2.946 -2.758 -0.711
C -0.235 -2.720 -4.007 -0.113
C 1.649 -4.050 -3.039 -0.094
C -0.295 -3.431 -1.634 -0.101
H 3.587 -0.429 -5.115 0.085
H 1.864 -0.139 -4.843 0.069
H 2.465 -1.786 -5.077 0.063
H 5.045 -1.386 -3.234 0.085
H 4.024 -2.815 -3.344 0.062
H 4.288 -2.035 -1.785 0.071
H 4.188 0.843 -3.184 0.087
H 3.557 0.521 -1.567 0.076
H 2.494 1.199 -2.807 0.052
H 2.895 -1.091 -0.379 0.082
H 2.372 -2.747 -0.554 0.077
H -1.758 -0.172 3.507 0.074
H -2.706 -0.763 2.166 0.080
H -4.300 -0.099 0.876 0.073
H -4.221 1.380 -0.088 0.069
H -5.634 1.058 0.927 0.084
H -4.221 0.086 3.481 0.073
H -5.573 1.199 3.316 0.085
H -4.149 1.680 4.231 0.060
H -3.911 3.655 1.029 0.080
H -3.993 3.781 2.791 0.063
H -5.409 3.260 1.883 0.085
H 0.750 1.853 2.082 0.073
H 0.337 0.961 3.539 0.077
H 0.954 2.614 3.673 0.088
H -0.515 4.014 1.537 0.065
H -0.349 4.572 3.208 0.085
H -1.941 4.498 2.452 0.059
H -1.799 1.553 4.861 0.075
H -2.592 3.103 4.550 0.064
H -0.928 3.061 5.125 0.086
H -0.777 -1.906 4.535 0.098
H 0.931 -3.500 5.365 0.091
H 2.781 -4.227 3.913 0.091
H 2.974 -3.369 1.590 0.099
H 0.339 -2.347 -4.857 0.057
H -1.035 -2.004 -3.802 0.071
H -0.697 -3.667 -4.307 0.084
H 2.252 -3.853 -3.924 0.064
H 1.110 -4.989 -3.214 0.086
H 2.323 -4.216 -2.195 0.076
H -1.035 -2.679 -1.351 0.066
H 0.256 -3.702 -0.731 0.080
H -0.820 -4.324 -1.991 0.088
I 3.064 5.272 -3.249 0.884
C 1.441 4.025 -3.283 -0.799
C 0.899 3.395 -4.373 -0.155
N -0.134 2.667 -3.914 -0.010
N -0.302 2.772 -2.588 0.007
C 0.654 3.603 -2.194 -0.198
H 1.170 3.414 -5.417 0.123
H -0.746 2.069 -4.442 0.159
H 0.758 3.861 -1.149 0.109
```

* orbital gap: 5.51 eV
* relative energy (zero: lowest compared OMol25 entry of this formula, charge and spin): 10.4 kcal per mole

=====

Q: Which of these has the lowest relative energy (zero: lowest compared OMol25 entry of this formula, charge and spin)?
A: C20H18Cl3GeN6O2Pd